Entry 1:
Formula: ClH12O6
Source: OMol25
Level of theory: ωB97M-V/def2-TZVPD

XYZ file:
```
19
Properties=species:S:1:pos:R:3:forces:R:3
Cl -3.299 -15.972 3.168 -0.140 0.179 0.039
O -5.751 -18.696 2.963 -0.072 0.128 -0.080
H -6.280 -18.851 3.750 0.039 0.098 0.033
H -5.378 -17.811 3.107 0.125 -0.332 -0.027
O -4.660 -13.210 2.246 -0.194 -0.267 -0.222
H -4.322 -12.751 3.021 0.056 -0.121 0.006
H -4.408 -14.148 2.396 -0.066 0.267 0.242
O -2.021 -13.230 1.315 -0.194 -0.105 -0.287
H -3.000 -13.275 1.263 0.619 0.147 0.242
H -1.768 -14.102 1.647 -0.189 0.075 0.049
O -1.857 -18.697 4.052 -0.013 0.209 -0.018
H -0.917 -18.507 4.110 -0.048 0.069 0.039
H -2.274 -17.820 3.915 0.081 -0.436 -0.056
O -2.288 -16.000 6.323 0.092 0.272 -0.086
H -1.968 -15.197 6.746 -0.031 -0.034 -0.046
H -2.497 -15.729 5.409 -0.106 -0.255 0.087
O -6.453 -15.839 4.008 0.170 -0.070 0.011
H -5.482 -15.840 3.874 -0.208 0.124 0.042
H -6.818 -15.933 3.123 0.080 0.052 0.031
```
Positions in Å, forces in eV/Å.

Total charge: -1
Frontier orbital gap: 10.008 eV
ΔE to the lowest compared entry with this formula, charge and spin: 22.2 kJ/mol
LUMO: 3.61 eV


Entry 2:
Formula: ClH14O7
Source: OMol25
Level of theory: ωB97M-V/def2-TZVPD

XYZ file:
```
22
Properties=species:S:1:pos:R:3:forces:R:3
Cl 0.126 -0.300 -0.158 -0.058 -0.506 -0.109
O 0.312 2.658 0.939 -0.146 0.221 -0.026
H 0.120 1.854 0.457 -0.083 0.109 -0.046
H 1.106 2.457 1.434 0.252 0.155 0.085
O 2.782 2.335 -1.220 0.076 0.096 0.181
H 2.189 1.638 -0.939 -0.129 -0.045 0.072
H 3.048 2.083 -2.104 0.118 -0.019 -0.302
O -2.933 1.135 0.796 0.090 -0.123 0.281
H -2.183 0.960 0.227 0.094 0.135 -0.185
H -3.677 1.203 0.197 -0.253 0.031 -0.156
O -0.139 -3.144 2.092 -0.276 -0.027 -0.192
H 0.283 -3.065 2.948 0.075 0.077 0.293
H 0.477 -2.738 1.483 0.220 -0.008 -0.140
O -0.943 -3.374 -1.893 0.221 0.032 -0.228
H -1.749 -3.774 -1.567 -0.207 -0.177 0.105
H -0.924 -2.507 -1.488 -0.019 0.157 0.141
O 0.882 0.284 3.105 0.098 -0.296 0.166
H 0.564 0.233 2.203 -0.170 0.002 -0.038
H 1.452 1.053 3.116 0.138 0.177 0.190
O -0.248 0.636 -3.459 0.085 0.200 -0.093
H -0.063 0.646 -2.520 -0.040 0.114 0.156
H -0.482 -0.273 -3.648 -0.084 -0.306 -0.157
```
Positions in Å, forces in eV/Å.

⟨S²⟩: 0.75
Frontier orbital gap (alpha / beta): 11.728 / 5.456 eV
2S+1: 2
ΔE to the lowest compared entry with this formula, charge and spin: 16.9 kJ/mol
LUMO (alpha / beta): -0.14 / -6.35 eV